#1
{"formula": "C6H15NO3", "method": "wB97M-V/def2-TZVPD", "smiles": "CC(C)(C)OCC(=O)O.N", "homo_lumo_gap_ev": 10.539, "lumo_ev": 0.48, "elements": ["H", "O", "H", "H", "H", "C", "H", "C", "H", "O", "H", "H", "N", "C", "H", "H", "H", "H", "O", "C", "H", "C", "H", "C", "H"], "positions_angstrom": [[3.11, 1.83, -0.09], [-1.33, 1.57, -3.30], [-2.05, 0.39, -0.93], [-2.42, -1.10, 0.59], [1.84, -0.59, 1.18], [-0.55, 0.57, 1.80], [0.93, -1.75, 2.20], [-0.30, -0.59, 0.85], [-1.27, -2.39, 0.13], [-0.08, -0.10, -0.49], [-1.51, 1.07, 1.60], [-0.58, 0.20, 2.84], [2.42, 1.70, -0.83], [1.01, -1.30, 1.20], [1.71, 1.06, -0.49], [2.89, 1.19, -1.61], [1.22, -2.10, 0.47], [0.36, -0.66, -2.24], [0.12, -0.11, -3.01], [-1.46, -1.58, 0.84], [0.26, 1.31, 1.72], [-1.02, 0.76, -1.06], [-1.58, -2.02, 1.84], [-0.75, 0.83, -2.56], [-0.96, 1.79, -0.67]]}

=====

#2
{"formula": "C6H15NO3", "method": "wB97M-V/def2-TZVPD", "smiles": "CC(=O)N(C)O.CCOC", "homo_lumo_gap_ev": 8.895, "lumo_ev": 0.85, "elements": ["H", "H", "C", "O", "H", "H", "N", "H", "C", "H", "C", "H", "H", "H", "O", "O", "H", "H", "C", "C", "H", "H", "H", "H", "C"], "positions_angstrom": [[0.13, -2.82, 0.62], [-2.28, 0.60, -2.19], [1.90, 0.35, 0.03], [-2.39, 0.62, 0.37], [2.15, -0.59, -0.46], [-0.09, 2.35, 0.88], [-0.91, -1.07, 0.41], [-2.30, -1.15, -1.94], [2.08, 0.32, 1.53], [-0.59, 2.64, -0.80], [-0.32, -2.24, -0.19], [-2.07, -0.53, 1.74], [0.41, -1.91, -0.93], [2.54, 1.11, -0.42], [0.47, 0.94, -0.52], [-1.45, -1.30, 1.68], [1.11, 2.91, -0.34], [1.74, 1.24, 1.99], [-1.53, 0.00, -0.29], [0.23, 2.29, -0.17], [-1.05, -2.88, -0.69], [1.56, -0.53, 1.97], [-0.76, -0.31, -2.26], [3.14, 0.22, 1.74], [-1.73, -0.24, -1.77]]}

=====

Most stable structure: #1

=====

#1
{"formula": "C2H8NOS", "method": "wB97M-V/def2-TZVPD", "homo_lumo_gap_ev": 6.871, "total_charge": -1, "lumo_ev": 4.19, "elements": ["N", "H", "C", "H", "H", "H", "H", "S", "O", "H", "C", "H", "H"], "positions_angstrom": [[1.09, -0.25, -1.35], [-2.01, 2.08, 0.84], [-0.08, -0.74, 0.84], [0.15, -0.52, -1.65], [1.10, 0.77, -1.34], [1.47, -1.84, -0.12], [-1.38, 1.64, -0.53], [-1.54, -1.41, -0.04], [-1.87, 2.33, -0.08], [0.13, -1.30, 1.76], [1.21, -0.79, 0.00], [-0.26, 0.30, 1.11], [1.98, -0.26, 0.56]]}

=====

#2
{"formula": "C2H8NOS", "method": "wB97M-V/def2-TZVPD", "homo_lumo_gap_ev": 6.968, "total_charge": -1, "lumo_ev": 4.16, "elements": ["H", "H", "H", "S", "H", "C", "O", "N", "H", "H", "H", "C", "H"], "positions_angstrom": [[-1.29, -2.16, 0.33], [-1.26, 0.85, 0.67], [-1.43, -0.81, -1.65], [0.70, -0.21, -0.41], [-2.86, -0.31, -1.24], [-0.78, -0.15, 0.65], [3.09, 2.43, 0.94], [-2.28, -1.13, -1.16], [3.05, 2.58, 0.01], [-2.65, -1.27, 0.94], [2.45, 1.68, 0.99], [-1.81, -1.20, 0.23], [-0.52, -0.37, 1.69]]}

=====

Most stable structure: #2

=====

#1
{"formula": "C6H13NO", "method": "wB97M-V/def2-TZVPD", "homo_lumo_gap_ev": [10.832, 7.292], "total_charge": 1, "multiplicity": 2, "lumo_ev": [-3.45, -6.99], "s_squared": 0.759, "elements": ["H", "C", "H", "H", "C", "H", "O", "H", "H", "H", "H", "H", "C", "C", "H", "C", "H", "N", "C", "H", "H"], "positions_angstrom": [[-0.38, 2.28, -2.99], [-1.09, -3.04, 0.79], [0.33, 0.61, 1.73], [4.06, 2.48, -0.04], [-1.26, -0.62, 0.19], [0.20, 2.22, 1.04], [4.63, 1.79, -0.34], [4.23, 1.43, -1.11], [-2.10, 1.72, -1.18], [0.91, 1.64, -2.22], [0.16, -1.43, 1.56], [-0.22, -3.55, 0.37], [-1.04, 1.52, -1.12], [-0.15, 1.82, -2.03], [-1.50, -3.69, 1.56], [-0.87, -1.59, 1.26], [-1.84, -3.10, 0.00], [-0.07, 1.26, 1.08], [-0.76, 0.67, 0.10], [-1.58, -1.42, 2.08], [-1.67, -1.03, -0.72]]}

=====

#2
{"formula": "C6H13NO", "method": "wB97M-V/def2-TZVPD", "homo_lumo_gap_ev": [11.248, 6.351], "total_charge": 1, "multiplicity": 2, "lumo_ev": [-3.59, -8.22], "s_squared": 0.756, "elements": ["H", "H", "H", "H", "H", "O", "C", "H", "H", "C", "H", "H", "C", "C", "C", "N", "H", "C", "H", "H", "H"], "positions_angstrom": [[-1.77, -1.27, -0.29], [3.88, 0.17, 0.27], [-3.61, 0.85, -0.49], [-0.07, 0.57, -1.74], [-0.35, 1.36, -0.27], [0.47, -2.63, 1.11], [0.13, -1.49, 1.07], [1.59, 0.81, 1.34], [3.13, 1.68, 0.05], [0.74, -0.56, 0.02], [1.14, -1.20, -0.78], [-0.59, -1.12, 1.82], [-0.31, 0.36, -0.70], [-1.73, -0.25, -0.68], [2.94, 0.61, -0.11], [1.83, 0.08, 0.66], [-2.00, -0.41, -1.72], [-2.76, 0.56, 0.13], [-3.19, 0.02, 0.96], [-2.33, 1.49, 0.51], [2.89, 0.39, -1.17]]}

=====

Most stable structure: #1

=====

#1
{"formula": "C6H14N2O", "method": "wB97M-V/def2-TZVPD", "homo_lumo_gap_ev": 7.931, "lumo_ev": 0.57, "elements": ["C", "H", "H", "C", "C", "N", "H", "H", "H", "N", "C", "H", "H", "H", "H", "C", "C", "O", "H", "H", "H", "H", "H"], "positions_angstrom": [[-0.68, 0.53, -0.67], [-2.24, -0.26, 0.38], [-0.45, -2.09, 0.71], [-0.66, 1.05, 1.81], [0.00, 1.13, 0.45], [-1.84, -0.13, -0.53], [-1.65, 1.53, 1.83], [-0.78, 0.02, 2.15], [1.79, -0.06, 1.41], [1.03, -1.04, -0.34], [0.61, -2.18, 0.44], [1.18, -2.24, 1.38], [0.35, 2.13, 0.23], [-2.31, -0.51, -1.34], [-0.79, 1.82, -2.34], [1.59, 0.20, 0.34], [-0.27, 0.91, -2.06], [2.49, 0.77, -0.33], [1.63, -1.26, -1.13], [0.74, -3.11, -0.11], [0.81, 1.11, -2.07], [-0.04, 1.56, 2.55], [-0.51, 0.12, -2.77]]}

=====

#2
{"formula": "C6H14N2O", "method": "wB97M-V/def2-TZVPD", "homo_lumo_gap_ev": 7.200, "lumo_ev": -0.36, "elements": ["H", "C", "C", "N", "H", "H", "H", "H", "H", "N", "C", "H", "H", "H", "H", "O", "H", "C", "C", "H", "H", "C", "H"], "positions_angstrom": [[0.13, -2.38, -0.34], [-2.14, -0.32, 0.74], [0.84, -2.05, -1.10], [-0.27, 0.23, -1.19], [0.02, 1.11, -1.62], [3.34, 0.24, 0.14], [-0.06, 2.48, 0.66], [-1.50, 2.41, 1.69], [-2.73, -0.24, 1.67], [1.40, -0.25, 0.47], [1.15, -0.54, -1.04], [-0.91, -0.22, -1.84], [-2.75, 0.00, -0.10], [1.77, -2.60, -0.98], [2.66, 0.52, 1.89], [2.02, -0.07, -1.83], [-0.37, 0.25, 1.78], [-0.93, 0.53, 0.91], [2.50, 0.22, 0.85], [-1.87, -1.36, 0.61], [-1.67, 2.30, -0.08], [-1.05, 2.01, 0.77], [0.41, -2.27, -2.08]]}

=====

Most stable structure: #1